C12H21O | ωB97M-V with the def2-TZVPD basis set

CARTESIAN COORDINATES (ANGSTROEM)
1 C 0.6284 1.7037 0.3663
2 C -0.6579 1.9004 0.0915
3 C 1.1009 0.4697 -0.1551
4 C -1.0333 0.6535 -0.7462
5 C 2.8926 0.1220 1.4454
6 C 3.0318 0.6230 -1.2276
7 C 2.2480 -1.7078 -0.2994
8 C -2.2796 -1.5225 -0.8892
9 C -3.4030 0.6780 -0.2733
10 C -2.1134 -0.4101 1.4332
11 C 2.4316 -0.1522 0.0064
12 C -2.1945 -0.1844 -0.0528
13 O 0.1653 -0.0619 -0.8842
14 H 1.2158 2.3541 1.0299
15 H -1.2746 2.6164 0.5506
16 H -1.5163 0.8083 -1.6653
17 H 3.6964 -0.5428 1.4568
18 H 3.2400 1.1384 1.4871
19 H 2.1006 -0.0848 2.2310
20 H 4.1629 0.4838 -1.1777
21 H 2.9309 1.6713 -1.2493
22 H 2.5976 0.2514 -2.1995
23 H 3.1579 -2.0381 -0.6236
24 H 1.5503 -1.7383 -1.0534
25 H 1.8942 -2.1338 0.6309
26 H -1.4274 -2.1125 -0.6025
27 H -2.1031 -1.3699 -1.9184
28 H -3.2002 -2.1030 -0.5569
29 H -4.3146 0.0173 0.0286
30 H -3.3737 1.5649 0.3217
31 H -3.6056 0.8686 -1.3279
32 H -3.0182 -0.9216 1.7960
33 H -2.1334 0.3069 2.2098
34 H -1.3962 -1.1482 1.8170

E_HOMO = -14.6 eV
Gap between HOMO and LUMO = 9.91 eV
LUMO = -4.7 eV
Total charge = +1

---

C12H21O2 | ωB97M-V with the def2-TZVPD basis set

CARTESIAN COORDINATES (ANGSTROEM)
1 C -2.7928 -1.8148 -0.0243
2 C -2.0578 2.7115 0.3661
3 C -1.8063 -1.1082 -0.5892
4 C -1.7184 1.8854 -0.6528
5 C 0.6701 1.6879 -0.2935
6 C 1.9673 0.8069 -0.3937
7 C -0.8722 -0.2465 0.0899
8 C 0.8916 -1.2925 -0.2576
9 C 3.1441 1.5432 0.3853
10 C -0.9954 0.0221 1.5843
11 C 0.8043 -1.6011 -1.7391
12 C 0.8000 -2.5343 0.6399
13 O 1.8281 -0.4072 0.3216
14 O -0.5559 1.0031 -0.6314
15 H -3.4444 -2.5781 -0.5522
16 H -2.9691 -1.8916 1.0423
17 H -2.9163 3.1723 0.3316
18 H -1.5849 2.8588 1.3520
19 H -1.7469 -1.2881 -1.6765
20 H -2.3234 1.5879 -1.4222
21 H 0.6159 2.0102 0.7136
22 H 0.6576 2.5641 -0.9383
23 H 2.1948 0.8873 -1.5565
24 H 3.9721 0.9320 0.2706
25 H 2.9327 1.5926 1.4985
26 H 3.3792 2.5867 0.0500
27 H -0.0464 0.2186 1.9872
28 H -1.2025 -0.8928 2.1276
29 H -1.6731 0.8518 1.7082
30 H 1.8414 -1.8516 -2.0306
31 H 0.6438 -0.6375 -2.4557
32 H 0.1372 -2.3625 -1.8770
33 H 0.6930 -2.2275 1.7442
34 H 1.6483 -3.0653 0.5128
35 H -0.1156 -3.1229 0.3651

E_HOMO = -12.0 eV
Gap between HOMO and LUMO = 8.97 eV
LUMO = -3.1 eV
Total charge = +1

---

C12H22AuClN4S | ωB97M-V with the def2-TZVPD basis set

CARTESIAN COORDINATES (ANGSTROEM)
1 Au 0.1582 -0.3300 0.1022
2 C -2.0122 1.9546 -0.2797
3 C -2.1865 0.9422 -1.4167
4 N -0.9207 0.3929 -1.9062
5 C -0.0377 1.2615 -2.6919
6 C 0.7525 2.2793 -1.8529
7 N 1.3855 1.6710 -0.6813
8 C 1.3729 2.4730 0.5391
9 C -0.0544 2.6355 1.1200
10 N -1.0007 1.5564 0.7377
11 H -2.9863 2.0834 0.1929
12 H -1.7358 2.9236 -0.6862
13 H -2.7481 1.4333 -2.2194
14 H -2.7796 0.0988 -1.0615
15 H -1.1111 -0.4472 -2.4410
16 H -0.6069 1.8084 -3.4510
17 H 0.6657 0.6112 -3.2132
18 H 0.0958 3.0763 -1.5123
19 H 1.4960 2.7421 -2.5050
20 H 2.3184 1.3453 -0.8956
21 H 1.7890 3.4730 0.3774
22 H 2.0082 1.9641 1.2638
23 H -0.4661 3.5998 0.8216
24 H 0.0361 2.6615 2.2052
25 H -1.4946 1.2588 1.5670
26 Cl 0.0535 -2.9141 -1.5871
27 C 1.2119 -1.9700 -0.6582
28 H 1.9994 -1.6195 -1.3180
29 H 1.6128 -2.5844 0.1440
30 S -1.0710 -1.0717 2.7678
31 C -0.9221 -2.3335 3.9152
32 N -1.9054 -3.2731 3.9806
33 C -1.8860 -4.2978 4.8397
34 C -0.8402 -4.4333 5.7292
35 C 0.1817 -3.4863 5.7171
36 C 0.1485 -2.4424 4.8063
37 H -2.6884 -3.1786 3.3416
38 H -2.7183 -4.9874 4.8060
39 H -0.8217 -5.2633 6.4206
40 H 1.0018 -3.5705 6.4181
41 H 0.9331 -1.7012 4.7666

E_HOMO (spin up / spin down) = -13.7 / -14.3 eV
Gap between HOMO and LUMO (spin up / spin down) = 6.72 / 4.39 eV
Multiplicity = 3
LUMO (spin up / spin down) = -7.0 / -9.9 eV
Total charge = +2

---

C12H22B2KO7S | ωB97M-V with the def2-TZVPD basis set

CARTESIAN COORDINATES (ANGSTROEM)
1 K 0.8412 0.2004 -1.4135
2 B 2.3696 -0.2396 -3.5407
3 H 2.2249 0.8210 -3.6760
4 H 2.6417 -0.6660 -4.4938
5 H 3.1293 -0.3839 -2.7882
6 H 1.4784 -0.6762 -3.1171
7 B 2.2681 2.0247 -1.3919
8 H 3.0517 2.7403 -1.5875
9 H 1.3780 2.1837 -1.9806
10 H 2.6243 1.0375 -1.6427
11 H 2.1261 2.1576 -0.3305
12 C -3.1649 1.1767 -1.0264
13 C -4.3449 0.2993 -0.9703
14 C -4.0965 -1.2593 -1.0696
15 O -5.0840 -2.0754 -0.9741
16 C -2.7386 -1.7642 -1.1819
17 C -1.6911 -0.9050 -1.2905
18 C -1.9318 0.6220 -1.2796
19 O -0.9930 1.5392 -1.1705
20 O -0.4943 -1.4475 -1.4844
21 O -5.5323 0.6764 -0.6471
22 H -3.2811 2.2487 -0.9647
23 H -2.6096 -2.8307 -1.2929
24 C -0.0641 1.4477 0.6947
25 S 0.6570 2.3557 2.0850
26 O -0.1433 1.9150 3.2920
27 C 2.3282 1.5705 2.1581
28 H -0.4499 0.4715 0.9884
29 H 0.5933 1.3504 -0.1692
30 H -0.8298 2.1927 0.4785
31 H 2.9890 1.9632 1.3853
32 H 2.3398 0.4806 2.1655
33 H 2.6826 1.9150 3.1297
34 O 1.3026 -1.0767 -0.2570
35 C 0.8148 -1.2416 0.8269
36 O 1.4662 -0.9952 1.9681
37 C 0.6758 -1.3948 3.0807
38 C -0.2851 -2.4092 2.4459
39 C -0.5116 -1.8921 1.0259
40 H 0.1628 -0.5071 3.4509
41 H 1.1944 -1.9122 3.8878
42 H -1.2100 -2.5291 3.0101
43 H 0.1109 -3.4236 2.3998
44 H -1.2518 -1.0937 0.9724
45 H -0.7428 -2.6667 0.2948

E_HOMO = 1.2 eV
Gap between HOMO and LUMO = 5.03 eV
LUMO = 6.2 eV
Total charge = -3

---

C12H22BBr2CrMnN5O23S | ωB97M-V with the def2-TZVPD basis set

CARTESIAN COORDINATES (ANGSTROEM)
1 Mn -1.4465 -2.6322 -4.1874
2 Cr -0.2374 -5.5633 -2.2874
3 O -0.4661 -1.3655 -2.4764
4 C 0.1229 -1.4299 -1.4105
5 O 0.5264 -0.4782 -0.6948
6 B 0.9912 -0.9194 0.6718
7 O 1.1108 -2.3857 0.5299
8 C 0.6134 -2.7458 -0.6284
9 O 0.4749 -3.8791 -1.1244
10 O 0.0838 -0.5319 1.7219
11 C 0.8009 -0.1180 2.7799
12 O 0.3135 0.1050 3.9255
13 C 2.2526 0.0670 2.3354
14 O 2.2674 -0.3286 1.0374
15 O 3.2049 0.4405 2.9996
16 C 0.3406 -5.0016 -5.2194
17 O -0.0120 -4.2749 -4.0168
18 H 0.0983 -6.0641 -5.1979
19 H -0.2642 -4.6119 -6.0382
20 H 1.4201 -5.0024 -5.3704
21 S -3.1420 -4.0594 -2.0080
22 O -3.6231 -3.0621 -1.1131
23 O -4.2221 -5.0287 -1.9146
24 O -2.9627 -3.5021 -3.3554
25 O -1.8248 -4.6217 -1.6947
26 Br -2.7535 1.9515 2.4303
27 C -2.0669 2.7649 4.0948
28 C -2.7850 2.1075 5.2828
29 Br -2.0340 3.0253 6.9236
30 H -2.4138 3.7959 4.0250
31 H -0.9769 2.7679 4.0935
32 H -2.3248 1.1245 5.1826
33 H -3.8677 2.2276 5.2477
34 C 0.3958 0.5125 -6.9112
35 N -0.8347 -0.0580 -6.2177
36 O -2.0159 0.3290 -6.4509
37 O -0.6834 -0.8851 -5.3640
38 H 0.2175 1.4139 -7.4975
39 H 0.8445 -0.2584 -7.5377
40 H 1.1677 0.8331 -6.2116
41 C 0.1571 2.8168 0.1003
42 N -0.1834 4.2123 -0.0732
43 O -0.8617 4.7566 0.8432
44 O -0.1419 4.6773 -1.2461
45 H -0.3559 2.0608 -0.4942
46 H -0.0199 2.5748 1.1483
47 H 1.2015 2.8040 -0.2115
48 C -4.6780 -0.2875 -2.7637
49 N -3.4346 0.1056 -3.5249
50 O -2.9437 1.2136 -3.4330
51 O -2.9070 -0.8700 -3.9669
52 H -5.3546 0.5637 -2.6880
53 H -4.3755 -0.3887 -1.7214
54 H -5.1392 -1.1510 -3.2432
55 C 3.5436 0.7605 5.9941
56 N 3.3772 -0.6997 6.1185
57 O 2.4159 -1.0486 6.8142
58 O 4.1939 -1.4980 5.6658
59 H 3.6474 1.1428 7.0096
60 H 2.6611 1.0830 5.4415
61 H 4.4393 0.6713 5.3794
62 C 4.3798 3.1107 3.5147
63 N 3.6765 3.2222 2.1720
64 O 4.3364 2.8183 1.2969
65 O 2.4790 3.4915 2.2436
66 H 5.2609 3.7362 3.3713
67 H 4.6948 2.0739 3.6328
68 H 3.6412 3.3896 4.2662

E_HOMO (spin up / spin down) = -3.2 / -5.1 eV
Gap between HOMO and LUMO (spin up / spin down) = 3.60 / 5.46 eV
Multiplicity = 11
LUMO (spin up / spin down) = 0.4 / 0.3 eV
Total charge = -1

---

C12H22BBr2FN3O5 | ωB97M-V with the def2-TZVPD basis set

CARTESIAN COORDINATES (ANGSTROEM)
1 N 3.5018 -0.9614 0.1545
2 C 3.7957 0.2322 -0.6173
3 C 2.6344 0.7016 -1.5150
4 O 3.0910 1.6610 -2.4668
5 C 1.5712 1.3634 -0.6636
6 C 0.3706 1.9677 -1.4455
7 C 0.0620 1.3904 -2.8171
8 C -0.6916 0.1001 -2.4800
9 C -1.4326 0.5588 -1.2585
10 C -2.6473 -0.0994 -0.7054
11 O -2.4976 -0.9041 0.1717
12 N -3.8949 0.2524 -1.3023
13 C -4.8584 -0.7790 -1.0952
14 O -5.7157 -0.7557 -0.2932
15 F -4.6727 -1.7562 -1.9561
16 N -0.8787 1.5776 -0.7215
17 C -1.2948 2.3563 0.4603
18 B -1.3735 1.5153 1.8492
19 O -2.5768 1.2965 2.4351
20 O -0.2459 1.0644 2.4603
21 H 3.3335 -1.7538 -0.4492
22 H 2.7151 -0.8419 0.7810
23 H 4.0278 1.0607 0.0466
24 H 4.6481 0.0323 -1.2609
25 H 2.2362 -0.1737 -2.0361
26 H 3.5703 1.1849 -3.1529
27 H 1.1734 0.5975 -0.0004
28 H 2.0171 2.1306 -0.0377
29 H 0.4773 3.0454 -1.4620
30 H 0.9144 1.2624 -3.4705
31 H -0.5782 2.0944 -3.3451
32 H -0.0326 -0.7070 -2.1699
33 H -1.3869 -0.1515 -3.2738
34 H -4.2797 1.0393 -0.7786
35 H -0.5298 3.1149 0.5937
36 H -2.2097 2.8978 0.2277
37 H -3.3105 1.6912 1.9535
38 H 0.0135 0.1670 2.1880
39 Br 2.1099 -5.0798 3.6204
40 C 0.9486 -3.6037 4.1083
41 C 0.0477 -3.2131 2.9695
42 Br 1.0378 -2.2208 1.5991
43 H 1.5895 -2.7906 4.4321
44 H 0.3538 -3.9549 4.9476
45 H -0.7392 -2.5424 3.3080
46 H -0.3935 -4.0670 2.4678

E_HOMO = -12.0 eV
Gap between HOMO and LUMO = 7.69 eV
LUMO = -4.3 eV
Total charge = +1

---

C12H22Br2CaCl2F9N4O5P | ωB97M-V with the def2-TZVPD basis set

CARTESIAN COORDINATES (ANGSTROEM)
1 C -2.6783 -0.3371 0.6340
2 C -3.0718 -1.3118 -0.5752
3 Br -1.7749 -2.4143 -1.6163
4 C -4.4510 -1.3960 -0.9239
5 Br -5.1498 -2.5685 -2.3966
6 N -5.5173 -0.5933 -0.2460
7 C -6.2834 -1.0940 0.7345
8 N -6.1015 -2.5257 1.0806
9 N -7.2996 -0.2354 1.3751
10 N -8.5633 -0.8791 1.3795
11 H -2.9856 0.7489 0.4471
12 H -1.5424 -0.4039 0.8645
13 H -3.1893 -0.7794 1.5800
14 H -5.6311 0.4188 -0.5681
15 H -6.7890 -2.7044 1.8382
16 H -5.1640 -2.5577 1.5295
17 H -7.3659 0.6615 0.8381
18 H -8.5523 -1.7331 0.7971
19 H -9.3046 -0.2355 1.0456
20 F -9.8207 -2.3947 2.1982
21 C 3.0933 3.4469 1.7655
22 O 2.1759 3.8904 0.7689
23 P 0.8040 3.0782 0.5967
24 O 0.5605 2.0103 1.6066
25 O 0.8329 2.5957 -0.9161
26 C 1.8684 1.6959 -1.2982
27 O -0.3029 4.2316 0.5659
28 C -0.3925 5.0444 1.7076
29 H 3.6534 2.5867 1.3954
30 H 3.7887 4.2598 1.9787
31 H 2.5764 3.1858 2.6906
32 H 2.0298 0.9350 -0.5320
33 H 2.7910 2.2544 -1.4654
34 H 1.5797 1.2057 -2.2275
35 H 0.3474 5.8449 1.6527
36 H -0.2291 4.4565 2.6152
37 H -1.3908 5.4900 1.7446
38 C 4.3225 -3.4609 -1.4027
39 C 5.6488 -3.5914 -0.6245
40 C 5.7525 -2.7767 0.6674
41 F 5.6269 -1.4515 0.4686
42 F 6.9698 -2.9597 1.2434
43 F 6.6778 -3.3195 -1.4612
44 F 5.7819 -4.9105 -0.2886
45 O 4.2871 -2.5333 -2.4969
46 C 4.0481 -1.1743 -2.1818
47 C 5.2619 -0.2700 -2.4706
48 F 6.3704 -0.6922 -1.8100
49 F 5.0200 1.0042 -2.0575
50 F 3.6129 -1.0827 -0.9056
51 F 2.9837 -0.7932 -2.9688
52 H 4.1579 -4.4318 -1.8801
53 H 3.4633 -3.3337 -0.7379
54 H 4.9932 -3.0893 1.3902
55 H 5.4931 -0.2532 -3.5306
56 Ca -1.5634 3.3570 3.5113
57 Cl 3.8207 -0.3857 -4.8492
58 Cl -5.2796 2.2708 -0.2803

E_HOMO = -6.4 eV
Gap between HOMO and LUMO = 1.21 eV
LUMO = -5.2 eV
Total charge = 0

---

C12H22Br2NOSi | ωB97M-V with the def2-TZVPD basis set

CARTESIAN COORDINATES (ANGSTROEM)
1 C -4.2447 2.4874 1.4513
2 Si -2.4780 2.0679 0.9341
3 C -2.5995 1.6866 -0.9217
4 C -1.4640 3.6344 1.1033
5 O -1.9085 0.6692 1.6888
6 C -0.7418 0.7201 2.4666
7 C 0.1280 -0.5065 2.0518
8 N 0.3313 -0.4795 0.5779
9 C 0.8452 0.5892 0.0102
10 C 1.0096 0.6857 -1.3559
11 C 0.6460 -0.3787 -2.1439
12 C 0.1306 -1.5361 -1.5063
13 C -0.0274 -1.5462 -0.1590
14 H -4.8891 1.6235 1.2435
15 H -4.3234 2.8207 2.4890
16 H -4.5719 3.2698 0.7536
17 H -3.4066 2.2815 -1.3643
18 H -2.8430 0.6280 -1.0800
19 H -1.6750 1.9477 -1.4520
20 H -1.2389 3.9492 2.1295
21 H -2.0174 4.4442 0.6111
22 H -0.5003 3.5825 0.5709
23 H -0.1105 1.6085 2.3473
24 H -0.9769 0.5444 3.5247
25 H 1.0843 -0.5406 2.5796
26 H -0.4651 -1.3904 2.2950
27 H 1.1190 1.4365 0.6298
28 H 1.3925 1.6200 -1.7512
29 H 0.7573 -0.2918 -3.2201
30 H -0.1585 -2.4011 -2.0891
31 H -0.4442 -2.4067 0.3506
32 Br 4.8347 -4.5631 -3.6163
33 C 4.9448 -4.0071 -1.7579
34 C 3.5742 -3.8241 -1.1606
35 Br 2.7418 -2.1520 -1.7501
36 H 5.5439 -3.1022 -1.7323
37 H 5.4780 -4.8076 -1.2486
38 H 3.6369 -3.7407 -0.0772
39 H 2.8866 -4.6226 -1.4218

E_HOMO = -12.5 eV
Gap between HOMO and LUMO = 8.42 eV
LUMO = -4.1 eV
Total charge = +1

---

Number 1: electronic energy -14823.3621 eV. Number 2: electronic energy -16867.0303 eV. Number 3: electronic energy -45794.0518 eV. Number 4: electronic energy -55628.4656 eV. Number 5: electronic energy -278673.4340 eV. Number 6: electronic energy -170983.3876 eV. Number 7: electronic energy -246302.4387 eV. Number 8: electronic energy -164296.2208 eV.